Entry 1:
A molecular structure, C23H32N4O3Ru. Source: the OMol25 dataset; level of theory: wB97M-V/def2-TZVPD.

## Properties
**E_HOMO (alpha / beta)**: -13.5720 / -14.3971 eV
**E_LUMO (alpha / beta)**: -0.1926 / -0.2885 Ha
**Total charge**: +2
**Spin multiplicity**: 5
**Energy relative to the best compared isomer or geometry (same formula, charge and spin)**: 0.073 eV

```
63
Properties=species:S:1:pos:R:3:forces:R:3:lowdin_charge:R:1
Ru 0.235443 -0.791367 -0.933378 0.4859 -0.3379 0.4536 1.416
O -0.398418 -1.826307 1.296454 -0.0062 0.0953 -0.1212 -0.051
O 1.074370 -0.174598 1.179355 -0.0183 -0.0678 -0.0912 -0.030
O -0.035251 -2.442772 -2.774000 0.1142 -0.2720 -0.0179 0.021
N 2.282344 -0.246227 -1.754752 -0.1942 -0.1068 0.0046 -0.266
N 0.092552 1.276342 -1.228245 -0.1205 0.4464 -0.1236 0.019
N -0.348234 -2.126360 3.862111 0.1115 0.2260 0.2050 0.105
N -1.952444 -0.398280 -1.396613 0.0321 -0.0927 0.3119 -0.274
C -3.324057 1.168977 -0.024874 -0.0515 0.0104 0.0892 0.002
C 0.317678 -2.651185 -1.638710 -0.2485 0.4701 -0.3348 -0.486
C -0.245389 0.293653 3.924291 -0.0061 -0.0762 0.0107 -0.091
C 0.385210 -0.990843 1.822372 -0.0972 -0.0724 -0.0236 -0.615
C 1.212715 1.988049 -1.558877 -0.1512 -0.1566 0.0839 -0.191
C 2.374836 1.218783 -1.787002 0.0370 -0.1060 -0.0242 -0.179
C -2.140565 0.838264 -0.645989 -0.0687 -0.1325 -0.1538 -0.190
C -2.329611 3.217948 0.792552 -0.0753 -0.0178 0.0280 -0.042
C 0.662346 -3.973514 -1.038779 0.0049 -0.0104 0.0412 -0.019
C -1.382232 -1.598303 4.828128 0.0663 0.0610 -0.0315 -0.082
C -1.037704 1.729285 -0.595778 0.1541 0.0069 -0.0913 -0.211
C -1.142971 2.907948 0.161469 0.0479 0.0355 0.0011 0.007
C -3.424071 2.363284 0.688397 0.0057 0.0010 -0.0122 -0.025
C 3.328133 -0.841517 -0.879595 0.0175 0.0603 -0.0901 -0.049
C -1.648395 -0.202464 4.293280 0.0749 -0.0030 -0.0155 -0.135
C 0.461507 -0.950228 3.343286 -0.1929 0.0644 0.1258 -0.135
C 1.263789 3.384218 -1.731640 -0.0072 0.0183 -0.0258 0.009
C 2.456772 3.994011 -2.053797 0.0199 -0.0115 -0.0110 -0.034
C -2.804686 -1.510600 -0.916877 -0.0542 0.0956 -0.1059 -0.058
C 2.458708 -0.753165 -3.146294 0.0338 0.0328 0.0375 -0.040
C -2.200530 -0.171158 -2.846648 -0.0104 -0.0028 0.0248 -0.028
C 3.612999 3.231605 -2.206133 -0.0095 0.0082 0.0094 -0.014
C 3.564178 1.845556 -2.084489 0.0858 0.0589 -0.0324 0.000
H 4.321857 -0.704008 -1.309568 -0.0107 0.0094 0.0051 0.097
H -2.404848 4.124902 1.377309 -0.0064 -0.0085 -0.0110 0.122
H -0.791770 -2.497401 3.012572 -0.1204 -0.1610 -0.2178 0.147
H 1.162585 -3.865925 -0.081252 0.0050 -0.0035 0.0133 0.070
H 2.490322 5.065161 -2.202405 0.0086 -0.0293 0.0124 0.124
H 3.286204 -0.380521 0.100966 -0.0277 0.0223 0.0512 0.087
H 4.551613 3.712534 -2.448036 -0.0286 -0.0085 0.0021 0.125
H 1.496065 -1.036034 3.661229 0.0365 -0.0397 0.0299 0.169
H 1.662032 -0.373117 -3.780487 -0.0404 0.0096 -0.0022 0.104
H -3.863178 -1.318794 -1.103232 0.0094 0.0188 -0.0315 0.097
H 3.420605 -0.431354 -3.545822 0.0283 0.0240 0.0046 0.102
H -0.921028 -1.563743 5.812770 0.0112 -0.0257 0.0259 0.142
H 2.424310 -1.837696 -3.145581 -0.0010 -0.0387 0.0161 0.086
H -2.296035 -0.245199 3.414599 0.0065 -0.0070 0.0054 0.120
H -2.639023 -1.668647 0.144906 0.0223 0.0029 0.0242 0.082
H -2.529007 -2.404883 -1.469211 0.0229 -0.0354 -0.0159 0.092
H 0.280995 0.642673 4.812214 0.0103 -0.0270 -0.0138 0.132
H -4.360289 2.618384 1.169506 0.0517 -0.0065 -0.0207 0.123
H 3.146638 -1.911462 -0.789330 -0.0251 -0.0180 -0.0235 0.088
H -1.974060 -1.082755 -3.391207 0.0183 -0.0188 0.0008 0.084
H -0.277935 3.544096 0.284255 -0.0485 -0.0221 0.0278 0.117
H -2.233860 -2.271284 4.850953 -0.0235 -0.0205 -0.0323 0.139
H -0.272576 -4.520035 -0.892898 0.0062 0.0036 0.0177 0.104
H -0.248650 1.102963 3.197797 0.0008 0.0130 0.0006 0.122
H -4.178924 0.509189 -0.082591 0.0115 0.0400 0.0096 0.119
H -2.131711 0.421693 5.041442 0.0032 0.0066 -0.0208 0.132
H -3.246627 0.101265 -3.003052 -0.0029 0.0035 0.0264 0.110
H 1.274263 -4.540415 -1.741923 -0.0093 0.0154 -0.0031 0.104
H 0.354860 3.965879 -1.659510 0.0673 -0.0129 -0.0405 0.118
H -1.563210 0.631904 -3.206011 0.0299 0.0252 -0.0048 0.093
H 4.464506 1.265095 -2.244479 -0.0290 0.0551 0.0043 0.124
H 0.226865 -2.861478 4.266846 0.0442 0.0090 0.0397 0.189
```
Forces are in eV/Å.

---

Entry 2:
A gas-phase ion, CH5N2 (charge +1) at a distorted geometry. Source: the OMol25 dataset; level of theory: wB97M-V/def2-TZVPD.

## Properties
**E_HOMO**: -16.4321 eV
**E_LUMO**: -0.1655 Ha
**Total charge**: +1
**Spin multiplicity**: 1
**Energy relative to the best compared isomer or geometry (same formula, charge and spin)**: 0.334 eV

```
8
Properties=species:S:1:pos:R:3:forces:R:3:lowdin_charge:R:1
N 1.211706 -0.130520 -0.044878 -4.4787 2.3163 0.1173 0.171
N -1.160769 -0.220951 0.052770 -0.3744 -0.1377 0.0092 0.200
C -0.081691 0.485257 -0.011694 4.8042 -2.3740 -0.1365 -0.078
H -0.100556 1.564532 -0.048093 -0.1205 0.0482 0.0094 0.159
H -2.077430 0.210979 0.068180 0.1540 0.0160 0.0017 0.155
H -1.129696 -1.235625 0.082308 -0.0571 0.1784 0.0005 0.156
H 1.311392 -1.131853 -0.010598 0.0635 -0.0282 -0.0010 0.119
H 2.027047 0.458180 -0.087995 0.0091 -0.0190 -0.0005 0.119
```
Forces are in eV/Å.